7
Properties=species:S:1:pos:R:3 method="wB97M-V/def2-TZVPD" fmax_ha_per_bohr=0.08363 multiplicity=3 relative_energy_kj_mol=8.3 homo_ev="-8.90 / -10.82" s_squared=2.019 energy_ev=-6220.465 orbital_gap_ev="9.57 / 7.46" lumo_ev="0.67 / -3.36"
C 1.3539 -0.1969 -0.3815
C 2.3900 -0.5380 -1.0720
C -1.2358 -0.0714 0.0950
C 0.3623 0.2540 0.3459
O -1.6054 -0.7509 -0.7759
H -1.9283 0.4597 0.6651
H 0.6633 0.8436 1.1234